(1)
104
Properties=species:S:1:pos:R:3:forces:R:3 method="wB97M-V/def2-TZVPD" total_charge=0 e_tot_ha=-3809.684141 mol_weight_da=951.0 gap_ev=8.17 de_lowest_kcal_mol=67.11
Sr 0.90300 0.16039 -1.00432 -4.684 4.221 2.388
C -0.73345 6.32653 1.93559 -0.071 0.106 0.081
N 0.01766 5.46921 1.04241 -0.045 -0.181 -0.044
C 1.24181 5.73766 0.50156 0.037 0.002 0.006
C 1.56286 4.64659 -0.26204 0.017 0.083 0.025
N 0.57106 3.71903 -0.19649 -0.074 -0.091 -0.025
C -0.35331 4.22785 0.59258 0.069 0.071 0.043
P -1.92033 3.46850 1.13029 0.263 -0.188 -0.243
C -1.25818 1.98784 1.94620 -0.068 0.215 0.165
N -0.10895 1.39967 1.68768 0.112 -0.181 -0.117
C 0.09059 0.50470 2.69433 -0.159 -0.029 0.213
C -0.95960 0.54202 3.57242 0.119 -0.058 -0.012
N -1.81349 1.49604 3.09623 0.022 0.083 -0.095
C -3.09423 1.85545 3.67146 -0.076 0.020 -0.050
C -2.45994 2.79871 -0.47253 -0.186 0.123 -0.009
N -1.75609 2.06930 -1.31138 0.178 -0.182 -0.022
C -2.53252 1.91203 -2.41759 -0.092 0.049 -0.080
C -3.73741 2.53837 -2.24394 -0.001 0.000 -0.054
N -3.68998 3.10126 -1.00124 0.178 -0.085 0.107
C -4.72596 3.91806 -0.40192 -0.057 0.167 0.011
H -0.19071 7.25897 2.06919 0.024 -0.016 -0.015
H -0.86879 5.85681 2.90943 0.041 -0.002 -0.006
H -1.71561 6.55043 1.52124 0.020 0.005 -0.015
H 1.76383 6.65623 0.70971 -0.014 -0.008 -0.021
H 2.44938 4.48041 -0.85205 -0.005 0.030 0.010
H 0.96455 -0.11519 2.73144 0.020 -0.091 0.038
H -1.16185 -0.00495 4.47867 0.002 -0.020 -0.014
H -3.15554 1.45228 4.67898 0.028 -0.006 0.000
H -3.91464 1.44862 3.07781 0.009 -0.020 0.024
H -3.19194 2.93908 3.71531 -0.015 -0.006 0.020
H -2.17629 1.37797 -3.28212 -0.063 -0.041 0.009
H -4.60427 2.63351 -2.87620 0.025 -0.012 -0.006
H -5.70792 3.54091 -0.67973 0.037 -0.057 -0.041
H -4.63883 4.95647 -0.72588 -0.014 -0.027 -0.018
H -4.63237 3.88798 0.67962 -0.011 -0.022 0.015
N 7.95670 -1.81892 -1.23179 -0.039 -0.033 -0.041
C 6.60623 -1.70362 -1.51261 -0.082 0.018 -0.073
C 5.98089 -0.45407 -1.51482 0.028 -0.008 -0.022
C 4.66007 -0.32798 -1.89906 0.019 -0.019 0.046
C 3.93851 -1.45210 -2.26530 -0.186 0.120 -0.173
C 4.54239 -2.70150 -2.25475 -0.088 -0.034 0.017
C 5.86205 -2.83163 -1.87305 0.030 0.007 0.061
S 2.27388 -1.39662 -2.87500 1.215 -0.611 -2.092
O 2.27134 -2.19549 -4.06447 -0.045 -0.110 0.077
O 1.35419 -1.88820 -1.84372 0.288 -1.244 -0.374
N 1.95780 0.16729 -3.01032 1.382 -0.889 -1.326
C 1.23025 0.64989 -4.04908 -0.465 0.451 -1.166
N 0.55386 1.79578 -3.80095 0.313 -0.430 0.216
C -0.20170 2.26451 -4.78501 -0.051 0.253 0.026
C -0.34758 1.63983 -6.00919 0.026 -0.013 0.025
C 0.41975 0.49657 -6.17875 0.018 0.030 0.012
N 1.20963 0.01791 -5.23959 0.085 -0.009 0.218
H 8.38340 -1.06204 -0.72760 0.016 -0.018 0.068
H 8.28104 -2.73463 -0.97393 0.056 0.027 0.066
H 6.54093 0.42553 -1.22006 0.015 0.000 -0.036
H 4.18733 0.64275 -1.90798 0.003 0.006 -0.018
H 3.96651 -3.56650 -2.56015 0.073 -0.030 -0.017
H 6.33143 -3.80819 -1.86274 0.001 0.001 -0.044
H -0.71693 3.19690 -4.56982 -0.046 -0.036 0.002
H -0.99649 2.02003 -6.78387 0.028 0.056 0.008
H 0.41695 -0.05774 -7.11346 -0.036 0.051 -0.012
C -2.83906 -1.50891 -2.01436 -0.124 -0.188 0.084
N -4.09482 -2.24395 -1.82930 0.012 -0.020 -0.129
C -4.90579 -1.51471 -0.85501 0.002 -0.016 0.034
N -4.23454 -1.37402 0.44109 0.040 0.004 0.082
C -2.97287 -0.65933 0.21459 -0.055 -0.051 0.049
N -2.10902 -1.34305 -0.75241 0.344 0.097 -0.140
C -1.82456 -2.68710 -0.22355 0.041 -0.077 0.140
N -3.05544 -3.45392 0.00072 0.015 -0.090 0.014
C -3.77015 -3.55986 -1.27121 0.009 0.016 0.014
C -3.90392 -2.71703 0.93522 0.008 0.028 -0.067
H -3.07285 -0.53501 -2.43355 -0.003 0.109 0.001
H -2.20851 -2.06026 -2.71590 0.022 0.025 0.005
H -5.85182 -2.04300 -0.71334 0.013 0.004 0.015
H -5.11363 -0.51574 -1.24825 -0.022 -0.012 -0.008
H -2.42866 -0.58700 1.16132 -0.004 0.062 -0.008
H -3.20635 0.34089 -0.14892 0.045 0.035 -0.042
H -1.27362 -2.58841 0.71329 -0.018 0.014 -0.043
H -1.19599 -3.22603 -0.93466 0.037 0.053 -0.003
H -4.69505 -4.12139 -1.11895 0.000 0.012 0.009
H -3.14585 -4.10120 -1.98495 -0.009 0.005 0.001
H -3.38318 -2.62058 1.89068 -0.008 -0.011 0.000
H -4.83086 -3.27607 1.08510 0.010 0.010 0.041
C 3.89304 -1.74044 3.59281 -0.117 -0.056 -0.078
C 2.50142 -2.27768 3.81276 0.085 0.002 -0.054
C 1.82412 -1.93501 4.98108 -0.038 0.052 -0.015
C 0.56729 -2.43916 5.25695 0.094 0.029 -0.078
Cl -0.24592 -1.94787 6.71637 -0.079 0.027 0.080
C -0.04540 -3.32503 4.38875 -0.019 0.013 -0.047
C 0.61314 -3.66558 3.22281 0.000 0.000 -0.062
C 1.86254 -3.13694 2.91335 -0.099 0.017 0.121
O 2.42117 -3.58981 1.75205 0.049 -0.024 -0.061
C 2.92070 -2.67613 0.78147 -0.133 0.221 -0.077
C 2.08697 -1.40290 0.57960 0.948 -1.028 1.641
O 0.85841 -1.44815 0.76713 -0.081 -0.450 0.255
O 2.72387 -0.37219 0.22405 0.842 -0.197 0.560
H 4.24512 -1.25128 4.49970 0.021 0.012 -0.012
H 3.92236 -1.01239 2.78033 0.031 0.016 -0.023
H 4.58759 -2.54575 3.34893 -0.010 -0.004 -0.048
H 2.29821 -1.26283 5.68528 -0.025 -0.011 0.022
H -1.02451 -3.72896 4.60651 0.006 0.004 0.042
H 0.15961 -4.34503 2.51319 0.007 0.025 -0.027
H 2.85846 -3.21097 -0.16588 0.080 -0.039 0.005
H 3.96332 -2.40669 0.95743 -0.037 -0.007 0.085



(2)
105
Properties=species:S:1:pos:R:3:forces:R:3 method="wB97M-V/def2-TZVPD" total_charge=-2 e_tot_ha=-4415.682062 mol_weight_da=1058.0 gap_ev=4.86 de_lowest_kcal_mol=48.62
Cs 0.74404 -0.15440 0.09731 -0.030 0.121 0.725
F 3.80940 -0.71770 -5.39435 -0.019 -0.038 -0.064
C 4.07766 -0.89140 -4.09753 -0.027 -0.006 0.010
F 5.24389 -1.54369 -4.00843 0.055 -0.028 0.048
F 4.24428 0.31027 -3.54285 -0.024 0.060 0.000
S 2.74212 -1.86713 -3.22844 0.304 0.014 -0.055
O 2.80822 -1.34613 -1.88990 -0.183 -0.052 -0.099
O 3.10596 -3.23253 -3.46135 -0.015 0.036 -0.055
N 1.43629 -1.54672 -4.03005 -0.135 -0.044 0.052
S 0.59008 -0.22844 -3.89629 -0.059 0.196 0.081
O 1.32019 0.97493 -4.20028 -0.015 -0.007 0.044
O -0.32335 -0.20412 -2.78442 0.178 0.012 -0.174
C -0.51100 -0.47716 -5.35013 0.033 -0.090 -0.023
F -1.22921 -1.59229 -5.24851 -0.021 -0.027 0.015
F 0.18001 -0.52448 -6.49324 0.043 -0.001 -0.035
F -1.35197 0.56095 -5.42175 -0.027 0.032 0.002
C -0.91373 4.66861 1.66110 0.029 -0.012 -0.001
C -0.59182 5.00676 2.96675 0.001 0.003 0.015
C 0.14461 4.12096 3.72622 0.027 0.035 0.007
C 0.56276 2.89037 3.18775 0.143 -0.026 0.015
N 0.29298 2.60512 1.90564 -0.191 -0.103 0.078
C -0.43253 3.45610 1.19410 -0.015 0.031 -0.069
C 1.31480 1.88460 4.00713 -0.143 0.091 -0.102
C 1.27708 2.03123 5.40456 0.005 -0.061 0.019
C 1.96075 1.15309 6.22734 -0.003 0.010 -0.007
C 2.67747 0.11445 5.63975 -0.012 0.004 0.031
C 2.67101 -0.02487 4.25827 -0.059 0.036 0.001
C 1.99727 0.83217 3.35977 0.271 -0.186 -0.049
H -1.50711 5.31372 1.02642 -0.003 -0.005 -0.007
H -0.91339 5.95193 3.39118 0.001 0.000 -0.001
H 0.41110 4.38670 4.73834 0.008 0.001 0.002
H -0.65746 3.14957 0.17562 0.000 -0.012 0.000
H 0.68781 2.80949 5.87894 -0.013 0.013 -0.007
H 1.91914 1.26700 7.30579 0.006 -0.007 -0.001
H 3.22125 -0.58973 6.26666 0.003 -0.005 -0.005
H 3.22891 -0.87458 3.85811 0.015 -0.001 -0.010
N 5.69101 2.13432 -0.56765 0.022 -0.025 0.101
C 6.60346 1.09003 -0.30527 -0.040 -0.026 -0.010
C 7.85045 1.09775 -0.90777 0.060 -0.053 -0.022
C 8.77368 0.09147 -0.64052 -0.016 0.046 -0.023
C 8.43851 -0.93895 0.21910 -0.052 -0.003 0.032
C 7.17640 -0.95948 0.80549 0.088 -0.032 -0.044
C 6.26257 0.05289 0.56624 -0.048 0.042 -0.014
S 4.69387 0.04757 1.37836 0.047 0.036 0.201
N 3.80607 1.06830 0.40528 -0.288 0.119 -0.074
C 4.31610 1.93153 -0.35597 0.044 0.083 -0.278
C 3.40367 2.85725 -1.10814 0.072 -0.181 0.192
C 3.85835 4.04654 -1.66711 -0.047 0.052 -0.018
C 2.95867 4.83296 -2.37381 0.001 -0.044 0.023
C 1.65279 4.40181 -2.50635 0.003 0.020 -0.007
C 1.29140 3.20806 -1.89159 0.061 0.070 -0.031
N 2.13431 2.46769 -1.19169 -0.017 -0.064 -0.265
H 5.89341 2.61423 -1.43047 0.003 0.017 0.001
H 8.10420 1.90390 -1.58794 -0.001 0.001 -0.008
H 9.74674 0.11697 -1.11446 -0.001 0.004 -0.003
H 9.14457 -1.73217 0.42847 0.000 -0.002 -0.001
H 6.89369 -1.77306 1.46302 -0.005 -0.007 -0.006
H 4.87782 4.38089 -1.52950 0.008 -0.015 0.000
H 3.28308 5.76737 -2.81493 -0.007 0.003 -0.004
H 0.92315 4.96764 -3.06935 0.000 -0.002 -0.002
H 0.27986 2.82747 -1.98281 -0.004 -0.008 0.007
C -3.33056 -2.49086 3.54573 -0.003 -0.006 0.021
C -4.46958 -1.88713 2.72630 0.030 0.005 -0.005
C -4.54603 -0.37993 2.97294 0.007 0.007 0.026
C -5.79754 -2.54281 3.09551 0.000 -0.009 0.005
O -4.26506 -2.16969 1.34951 -0.061 -0.035 0.015
Si -3.12789 -1.37222 0.39392 0.197 0.003 -0.057
O -1.81881 -0.97644 1.13302 -0.102 0.017 -0.001
O -2.97568 -2.41062 -0.90463 -0.046 -0.006 -0.041
C -2.43546 -3.71884 -0.93904 0.004 0.040 -0.014
C -3.60100 -4.70470 -0.83929 -0.005 -0.015 -0.019
C -1.72902 -3.85513 -2.28435 0.008 -0.015 0.000
C -1.44913 -3.99132 0.19558 0.048 -0.087 0.087
O -3.92567 -0.06892 -0.27722 0.059 0.040 -0.032
C -4.84852 0.01788 -1.34218 0.012 -0.019 0.041
C -5.51769 1.38379 -1.19954 -0.025 0.005 -0.010
C -4.10501 -0.05805 -2.67548 -0.006 0.009 -0.019
C -5.90569 -1.08377 -1.25268 -0.012 0.004 -0.009
H -3.47706 -2.30119 4.61326 0.006 -0.007 -0.002
H -2.38523 -2.05265 3.22324 -0.001 0.012 -0.014
H -3.29426 -3.57206 3.38511 0.000 0.001 -0.001
H -4.70845 -0.17832 4.03570 -0.028 0.001 -0.009
H -5.36540 0.05738 2.39775 0.005 0.001 -0.012
H -3.61214 0.09568 2.66883 0.013 -0.010 -0.003
H -6.03500 -2.38143 4.15041 0.004 0.000 0.005
H -5.74542 -3.61718 2.90637 -0.001 -0.002 -0.006
H -6.60006 -2.12462 2.48411 -0.005 0.002 -0.001
H -4.28022 -4.56089 -1.68307 -0.004 0.005 -0.001
H -4.15309 -4.51854 0.08315 0.010 -0.003 0.012
H -3.24450 -5.73869 -0.84713 -0.006 -0.004 -0.012
H -2.43569 -3.66891 -3.09605 -0.004 0.003 -0.002
H -1.30361 -4.85458 -2.40751 -0.003 0.000 -0.007
H -0.92668 -3.11987 -2.36176 0.005 0.001 0.005
H -1.93900 -3.89819 1.16603 -0.012 0.012 0.001
H -0.60508 -3.30094 0.19552 -0.105 0.053 -0.107
H -1.06481 -5.01066 0.09238 0.002 0.004 0.025
H -4.75735 2.16611 -1.21508 0.006 0.000 -0.003
H -6.04644 1.44136 -0.24586 -0.001 -0.006 0.002
H -6.22805 1.56123 -2.01192 -0.003 0.001 0.000
H -3.37463 0.75082 -2.74060 0.005 -0.003 0.007
H -4.80298 0.02793 -3.51427 0.002 0.009 -0.001
H -3.56717 -1.00189 -2.74859 -0.006 -0.014 0.003
H -6.39647 -1.04984 -0.27815 -0.005 0.001 0.000
H -5.44127 -2.06343 -1.36236 0.007 -0.005 -0.001
H -6.65695 -0.95350 -2.03750 -0.001 -0.004 0.000